Here is the molecule C6H18N2Si in a non-equilibrium geometry from OMol25. Energies are from ωB97M-V/def2-TZVPD.

XYZ file:
```
27
Properties=species:S:1:pos:R:3:forces:R:3
C 2.4688 1.8040 0.8289 -2.9433 0.5053 -2.0918
C -2.8149 0.6643 -0.8248 0.6466 0.4615 2.9978
C -2.4170 -0.5491 1.2902 -1.8536 1.0059 -0.1187
C 0.7056 -1.6850 -1.6529 -0.4022 4.9069 0.7491
C 2.2768 0.9870 -0.5105 -0.7465 -0.6673 2.8011
C -1.8416 -0.2547 -0.0319 -1.1350 0.5811 -2.5377
N 1.5050 -1.3402 1.1650 2.3099 0.5370 0.5608
N -0.5217 0.3492 -0.1078 -2.3150 1.0167 1.2989
Si 1.0135 -0.4049 -0.2300 3.1387 -2.3004 -1.7724
H 1.8893 1.3732 1.5920 -0.5326 -0.4792 1.3508
H 3.4459 1.9178 1.1617 1.7952 0.2912 0.2971
H 1.9573 2.7306 0.5803 0.3712 0.6945 0.6284
H -2.7876 1.6106 -0.2651 -0.5311 -0.0048 -0.3287
H -2.3958 0.8220 -1.7380 0.8350 0.5648 -2.8668
H -3.8112 0.2739 -0.9017 -0.3946 -0.3044 0.1483
H -2.7710 0.3631 1.7323 -0.5046 0.4953 0.3023
H -1.6506 -0.8296 1.8671 2.7276 -1.5980 2.6171
H -3.2040 -1.3035 1.3027 0.0882 0.1064 -0.3646
H 0.0688 -2.3714 -1.3133 -2.6762 -2.8969 1.5634
H 0.2726 -1.3005 -2.5557 -0.4110 0.7336 -0.5013
H 1.5226 -2.1689 -1.9594 3.6583 -1.8098 -0.8540
H 3.2758 0.7036 -0.5648 1.5787 -1.6950 -1.1820
H 2.0809 1.6417 -1.3028 -0.5504 0.8884 -1.3432
H -1.8304 -1.1346 -0.6169 0.6029 -1.3035 -0.3855
H 1.8231 -2.3448 1.1538 -1.0999 0.5274 -0.3086
H 2.3051 -0.9065 1.7780 -1.7841 -0.2286 -0.6944
H -0.5654 1.3526 0.1239 0.1279 -0.0282 0.0344
```
Positions in Å, forces in eV/Å.

Results
⟨S²⟩: 2.0121
Spin multiplicity: 3
HOMO-LUMO gap (spin up / spin down): 3.2 / 5.3 eV
LUMO level (spin up / spin down): 0.7 / -4.4 eV

Here is a cluster of 2 separate species, C6H18N3O in total in a non-equilibrium geometry from OMol25. Energies are from ωB97M-V/def2-TZVPD.

XYZ file:
```
28
Properties=species:S:1:pos:R:3:forces:R:3
C -3.6073 -0.5763 -0.6009 -0.4539 -2.2400 -0.3472
C 3.0765 1.0389 -0.4574 1.0733 -4.8399 -2.3954
C -2.6643 -0.8155 0.5255 -0.6456 0.9043 1.9469
C -1.2110 -0.6415 0.1623 1.8843 -0.5289 1.1278
C -0.7545 0.7759 0.3927 0.9184 1.8380 -0.1510
C 1.9819 0.0506 0.0107 -0.0891 -0.2673 -0.4239
N -0.7062 1.6553 -0.6171 -0.4548 -0.2478 0.9995
N 2.3806 -1.4890 -0.7728 -0.3590 1.8571 -0.6669
N -0.5113 1.1931 1.6855 -1.2850 -1.9112 -3.7462
O 2.2076 -0.3598 1.3262 -3.1013 -1.2704 -0.9903
H -3.3546 -1.4314 -1.2328 -0.7420 0.0929 -0.6988
H -4.6456 -0.6821 -0.2396 0.4639 0.2088 -0.4350
H -3.4642 0.2911 -1.1831 0.0763 1.3046 -0.3888
H 4.0575 0.7445 -0.0645 0.1615 0.4065 0.3007
H 3.2405 1.0220 -1.5911 -0.4544 -0.4349 1.2362
H 2.8770 2.0138 -0.3495 -0.9636 3.6032 1.2680
H -2.9443 -0.0468 1.2853 0.3775 -1.0606 0.2329
H -2.8404 -1.8521 0.8570 0.0953 0.6184 0.3809
H -0.4440 -1.2564 0.8240 -1.7348 0.9247 -1.3739
H -1.1114 -0.9426 -0.8878 0.5436 0.2280 0.2314
H -0.2660 2.5545 -0.4513 -0.3281 -0.1982 -0.2927
H -1.0604 1.4437 -1.5468 0.3887 -0.0597 0.5094
H 1.6990 -2.1896 -0.4548 0.6346 0.4235 -0.4681
H 2.3278 -1.2184 -1.7531 -0.8546 -0.5021 -0.0063
H 3.3369 -1.7673 -0.7044 0.8683 -0.7058 0.8615
H -0.3881 0.3483 2.1880 0.6041 -0.0144 1.6019
H -0.1036 2.0736 1.9051 0.3318 0.2851 0.2851
H 2.8919 0.0636 1.7447 3.0445 1.5861 1.4020
```
Positions in Å, forces in eV/Å.

Results
Total charge: +1
HOMO-LUMO gap: 7.6 eV
LUMO level: -2.9 eV

Here is a cluster of 2 separate species, C6H18NO in total in a non-equilibrium geometry from OMol25. Energies are from ωB97M-V/def2-TZVPD.

XYZ file:
```
26
Properties=species:S:1:pos:R:3:forces:R:3
C -2.8940 0.4036 -0.9257 -0.5812 -0.4465 0.4353
C -1.4582 0.8875 -1.1377 -0.5690 -0.8186 -0.5242
C -0.4982 -0.3036 -1.0688 0.7161 -0.0169 0.5390
C 0.9930 0.0091 -1.2860 0.1424 0.0281 0.0589
C 1.8024 0.2462 0.0101 -0.2428 -0.3921 -0.7457
C 1.2208 1.1774 1.0435 -0.8970 1.1710 -1.2986
N 0.4707 0.4583 2.1257 0.4170 0.1339 0.1668
H -3.1006 0.2876 0.1474 -0.0526 0.2793 -0.0933
H -3.6610 1.0446 -1.3587 0.1556 0.2686 0.1667
H -3.1277 -0.5969 -1.3102 0.5015 0.1421 -0.3092
H -1.2894 1.6927 -0.4190 0.3453 -0.0373 -0.0617
H -1.3454 1.3073 -2.1363 -0.0456 0.2292 -0.0174
H -0.5410 -0.8229 -0.0981 -0.2827 0.0583 -0.0050
H -0.8341 -1.0845 -1.7532 -0.0312 0.2578 -0.2063
H 1.5144 -0.7868 -1.8176 -0.2227 -0.3921 0.1868
H 1.1956 0.8430 -1.9699 -0.5886 0.2416 0.2524
H 2.1154 -0.6990 0.4359 -0.1609 -0.1838 0.3042
H 2.6917 0.6764 -0.3647 1.2585 0.6449 0.0163
H 0.4628 1.8042 0.5648 -0.0623 -0.1898 -0.0006
H 1.9011 1.9532 1.3949 0.2909 -0.7211 0.8327
H 0.2764 1.0823 2.9062 -0.1550 -0.0142 0.1209
H -0.4084 0.0872 1.7571 0.0439 -0.0008 -0.0344
H 1.0126 -0.3331 2.4685 0.0502 -0.2122 0.0590
H 1.9356 -3.0670 0.8277 -0.1550 0.1805 -0.1572
H 0.5467 -3.5155 1.1591 -0.2289 0.0590 -0.0977
O 1.0187 -2.7515 0.8053 0.3543 -0.2690 0.4124
```
Positions in Å, forces in eV/Å.

Results
Total charge: +1
HOMO-LUMO gap: 11.1 eV
LUMO level: -3.4 eV

Here is a cluster of 3 separate species, C6H18O3 in total in a non-equilibrium geometry from OMol25. Energies are from ωB97M-V/def2-TZVPD.

XYZ file:
```
27
Properties=species:S:1:pos:R:3:forces:R:3
C 21.2580 19.7490 31.8150 0.8345 -1.0188 -0.7809
C 22.3720 19.7230 32.9290 0.2420 -0.6155 -4.7069
O 23.6140 19.2970 32.2130 -4.8212 -3.3961 -0.3339
H 21.0390 18.7170 31.3760 0.5874 1.2645 0.7224
H 21.5530 20.3980 30.9630 0.5518 -0.5585 0.4904
H 20.3050 20.1780 32.0120 -0.9025 0.2112 1.1720
H 22.2660 19.0600 33.7000 -0.9923 -1.9637 1.8113
H 22.5470 20.6580 33.3610 0.1649 1.7487 0.3896
H 24.1250 19.9540 32.4980 4.1993 4.1636 1.0936
C 26.0370 20.8620 34.4640 -1.9740 4.9145 2.2930
C 25.7210 22.1030 33.5640 0.4768 -3.7482 -1.4204
O 24.7890 21.7460 32.5050 0.5362 1.6207 0.0599
H 25.1830 20.3630 34.8910 -0.6743 0.1553 0.1147
H 26.5570 21.4210 35.3160 -0.1697 -1.4661 -0.8656
H 26.5630 20.1590 34.0050 2.7764 -2.7830 -1.9240
H 26.6950 22.4610 33.2870 0.5653 -0.0212 -1.3549
H 25.4630 22.8350 34.2110 -2.1631 2.5530 1.8043
H 24.6100 22.4850 31.8380 0.8546 -1.1248 1.4197
C 24.7890 26.1600 32.5840 -0.6738 -1.3876 5.0230
C 23.9040 25.0740 31.9000 0.9064 0.4322 -0.2256
O 24.7960 24.2130 31.1480 -4.9300 -6.7521 8.4801
H 25.7910 25.8440 33.1240 -2.0550 -0.0920 -1.5413
H 24.2880 26.7840 33.4730 0.5542 -1.2375 -2.3621
H 24.9720 26.7100 31.7730 1.4510 3.2116 -2.5545
H 23.2100 25.4990 31.0970 0.4953 -0.2097 1.6600
H 23.4100 24.5020 32.6560 -0.5977 -0.6532 -0.0179
H 25.0990 24.7270 30.5810 4.7574 6.7525 -8.4460
```
Positions in Å, forces in eV/Å.

Results
HOMO-LUMO gap: 10.2 eV
LUMO level: 0.6 eV
Structure (SMILES): CCO.CCO.CCO